# 1
Computed, not measured: a structure of composition C35H47N4O2ReSSe, with ωB97M-V with the def2-TZVPD basis set.

Cartesian coordinates (Å):
Re -1.38396 -1.67222 1.21222
Se 1.03526 -0.76517 1.06671
S -3.60344 -2.36883 0.88983
O -1.83427 0.20779 1.24186
O -1.04730 -2.03526 -0.59071
N -0.85023 -1.72508 3.28769
N -1.35560 -3.68355 1.80573
N -2.05425 -4.59701 1.05914
N -4.00047 -4.80807 -0.10738
C -0.65471 -0.62727 4.04092
C 0.87176 3.38511 1.46290
C 0.26829 -1.93337 5.81452
C -3.15284 -4.05512 0.60239
C 1.20101 5.88639 1.73038
C 2.27594 -0.84214 -1.54087
C 3.79195 0.64302 -3.70578
C -2.93821 2.82126 1.77631
C 0.05443 -1.79281 -1.36944
C -1.24546 -4.30390 -2.64514
C -0.82810 -3.22094 -4.83377
C -3.72303 2.41181 0.51979
C -3.20914 4.30737 2.02461
C 3.47342 -1.35793 -5.14476
C -0.96089 1.25164 1.33944
C 2.65336 4.58458 0.19142
C 0.41025 1.04738 1.17967
C 2.85941 4.29165 2.67191
C 2.33377 -1.20692 -2.88315
C 3.58421 -0.87835 -3.69766
C -0.50082 -2.93582 3.79079
C -1.44449 2.54661 1.57847
C 1.31978 2.08598 1.25539
C 4.80002 -1.55796 -3.05258
C -3.45477 2.04933 3.00148
C -0.88227 -4.04184 2.94441
C 0.06392 -3.06610 5.05141
C -2.38728 -2.13693 -3.25113
C 1.23505 -1.87047 -3.42071
C -0.49944 3.57151 1.62445
C 1.87866 4.53322 1.51598
C 0.07682 -2.18933 -2.70749
C -0.10740 -0.69611 5.30269
C 1.14142 -1.12344 -0.80981
C -1.08580 -2.94854 -3.34986
H -4.50516 2.29175 3.17247
H 0.70555 -2.00945 6.80053
H -4.78200 2.63405 0.66441
H 0.32627 -4.04923 5.41622
H -4.84256 -4.41276 -0.48342
H -1.47546 -4.18942 -1.58833
H 4.38777 -1.10037 -5.68001
H -2.05446 -4.86816 -3.11430
H 3.58930 5.10154 2.71918
H 3.37668 5.40144 0.21304
H 5.70128 -1.33023 -3.62415
H -0.85542 4.57417 1.79961
H -0.32963 -4.89185 -2.73282
H 4.96162 -1.21483 -2.02959
H 0.04931 -3.85072 -4.99132
H 3.35036 -2.44099 -5.20548
H 3.40896 3.35725 2.54762
H -3.62269 1.35115 0.30230
H 1.95927 6.66982 1.74925
H 2.64098 -0.88267 -5.66722
H 0.50310 6.12237 0.92490
H -3.19558 -2.69701 -3.72609
H -0.96011 0.31556 3.60925
H 2.33306 4.25204 3.62749
H -2.89978 2.33552 3.89908
H -0.70362 -2.29767 -5.40245
H -3.37740 2.97793 -0.34730
H 0.01371 0.21148 5.87576
H 4.68123 0.89524 -4.28584
H 0.66316 5.92649 2.67964
H 4.67519 -2.64196 -3.03051
H -1.68718 -3.74974 -5.24793
H 3.93045 1.03840 -2.69813
H -2.67807 -1.93525 -2.22228
H -2.71980 4.66984 2.93100
H 3.20314 3.66014 0.00743
H 2.93613 1.15110 -4.15357
H -2.89120 4.92706 1.18440
H 1.97735 4.74887 -0.64939
H -3.38063 0.97193 2.86475
H -3.79449 -5.78131 -0.25785
H 3.10840 -0.33859 -1.06581
H 1.27893 -2.16268 -4.45749
H -4.28249 4.45228 2.15006
H 2.37679 1.87687 1.14464
H -2.28785 -1.18503 -3.77645
H -0.93696 -5.06854 3.28243

For the HOMO energy (spin up / spin down), the calculation gives -0.3924 / -0.3977 Ha. The multiplicity is 2. As for the total charge: +1.

Table of Löwdin atomic charges, one value per atom, all in e: number 1, Re, carries 1.27; number 2, Se, carries 1.22; number 3, S, carries 0.68; number 4, O, carries -0.34; number 5, O, carries -0.33; number 6, N, carries -0.08; number 7, N, carries -0.21; number 8, N, carries 0.02; number 9, N, carries 0.11; number 10, C, carries -0.09; number 11, C, carries -0.15; number 12, C, carries -0.02; number 13, C, carries -0.81; number 14, C, carries -0.06; number 15, C, carries -0.05; number 16, C, carries -0.04; number 17, C, carries -0.53; number 18, C, carries -0.29; number 19, C, carries -0.03; number 20, C, carries -0.06; number 21, C, carries -0.03; number 22, C, carries -0.06; number 23, C, carries -0.06; number 24, C, carries -0.34; number 25, C, carries -0.04; number 26, C, carries -0.38; number 27, C, carries -0.04; number 28, C, carries -0.15; number 29, C, carries -0.56; number 30, C, carries -0.24; number 31, C, carries -0.08; number 32, C, carries -0.05; number 33, C, carries -0.04; number 34, C, carries -0.04; number 35, C, carries -0.04; number 36, C, carries 0.02; number 37, C, carries -0.03; number 38, C, carries 0.06; number 39, C, carries 0.05; number 40, C, carries -0.56; number 41, C, carries -0.07; number 42, C, carries -0.01; number 43, C, carries -0.38; number 44, C, carries -0.53; number 45, H, carries 0.09; number 46, H, carries 0.12; number 47, H, carries 0.09; number 48, H, carries 0.13; number 49, H, carries 0.10; number 50, H, carries 0.05; number 51, H, carries 0.09; number 52, H, carries 0.09; number 53, H, carries 0.09; number 54, H, carries 0.09; number 55, H, carries 0.09; number 56, H, carries 0.09; number 57, H, carries 0.10; number 58, H, carries 0.08; number 59, H, carries 0.09; number 60, H, carries 0.09; number 61, H, carries 0.08; number 62, H, carries 0.07; number 63, H, carries 0.09; number 64, H, carries 0.09; number 65, H, carries 0.09; number 66, H, carries 0.09; number 67, H, carries 0.11; number 68, H, carries 0.09; number 69, H, carries 0.09; number 70, H, carries 0.09; number 71, H, carries 0.10; number 72, H, carries 0.12; number 73, H, carries 0.09; number 74, H, carries 0.09; number 75, H, carries 0.09; number 76, H, carries 0.09; number 77, H, carries 0.08; number 78, H, carries 0.06; number 79, H, carries 0.09; number 80, H, carries 0.08; number 81, H, carries 0.09; number 82, H, carries 0.09; number 83, H, carries 0.09; number 84, H, carries 0.07; number 85, H, carries 0.12; number 86, H, carries 0.11; number 87, H, carries 0.09; number 88, H, carries 0.09; number 89, H, carries 0.11; number 90, H, carries 0.10; number 91, H, carries 0.15

=====

# 2
Computed, not measured: a structure of composition C35H47N7O7P2Pt in a non-equilibrium geometry, with ωB97M-V with the def2-TZVPD basis set.

Cartesian coordinates (Å):
Pt 0.53970 -0.24051 0.41251
P 2.30480 0.34799 2.16391
P -0.44030 1.61279 -1.22399
O 0.86880 -2.24301 -0.79139
O -2.19740 -1.18921 1.80511
O 2.42070 -0.31471 3.59221
O 1.98140 1.87629 2.51901
O -0.33190 0.63129 3.03831
O 3.82100 0.42789 1.68991
O -0.19180 -2.15331 1.94011
N -3.59390 -1.42181 -0.72839
N -2.34950 -3.13161 -1.80669
N -1.26260 -1.54381 -0.68489
N 4.22190 -0.26491 -2.18839
N -0.60200 1.28209 1.87441
N -0.99400 -4.28671 3.26261
N 2.46250 0.11039 -0.92969
C 2.58840 3.78299 -3.94859
C -2.29860 4.43059 1.21561
C -1.07180 -4.67371 4.70161
C -3.38400 -3.90761 -2.44789
C 0.80270 2.41279 -2.30629
C -1.46370 -0.01441 -3.29849
C 2.64660 3.05859 2.07551
C -3.07020 1.33109 -2.11329
C 5.15060 -0.94081 -3.05439
C -3.75920 0.03929 -4.01689
C -1.41420 -2.04791 2.16421
C 3.10560 -0.78811 -1.66309
C -1.67450 4.03169 -1.44249
C -1.27030 3.07599 -0.50609
C -1.74560 0.92139 -2.30119
C -2.03160 -3.24201 3.02291
C -2.46860 -2.02021 -1.07589
C -2.38330 5.15919 -1.06049
C 1.26960 3.68579 -1.94459
C 2.17020 2.50249 -4.28979
C -0.95460 -3.51121 -1.87769
C -4.06420 0.90329 -2.97639
C -2.45950 -0.42911 -4.16369
C -2.71070 5.35389 0.27371
C 4.30360 1.02049 -1.76379
C -2.49340 -2.78451 4.41241
C -0.31800 -2.39981 -1.07769
C 1.30610 1.80939 -3.46219
C 3.20470 1.24449 -0.97379
C -1.47710 -3.38091 5.38591
C 4.92220 -0.39161 2.09081
C -1.21230 2.39789 1.93741
C -1.57640 3.27789 0.85271
C 2.13160 4.37339 -2.77659
C 1.72010 -1.38571 4.20601
H 2.51970 2.04629 -5.20479
H 1.89340 -2.31831 3.66641
H -2.54720 4.59809 2.25391
H -1.91460 -3.56171 6.36451
H 2.13970 -1.46231 5.21141
H -1.44750 3.88579 -2.49019
H -3.48760 -3.18591 4.61541
H 2.07010 3.52319 1.27031
H -1.85350 -5.42661 4.81721
H -3.32870 2.00209 -1.30839
H 3.66350 2.84739 1.75061
H -0.09410 -3.82371 3.02211
H -1.10020 -5.11001 2.66381
H 4.75930 -0.82811 3.07491
H 0.93120 4.15099 -1.02909
H -0.46880 -0.41971 -3.41049
H -0.61380 1.16049 3.81661
H 2.44850 5.37169 -2.51139
H -3.06550 -4.17151 -3.45629
H -2.56220 -1.70101 4.48841
H 0.65550 -1.16021 4.24991
H -3.28810 6.21579 0.57161
H 3.28030 4.31079 -4.58839
H -0.57560 -3.53121 -2.90379
H 5.10700 1.67539 -2.03389
H -2.67910 5.88119 -1.80589
H -0.12850 -5.08221 5.05901
H -4.30570 -3.33521 -2.52299
H 5.09630 -1.17581 1.35301
H -4.52390 -0.26971 -4.71269
H -3.58250 -4.83541 -1.90499
H 5.56520 -1.81861 -2.55809
H -0.61330 -2.73001 5.52081
H -0.77010 -4.49651 -1.43879
H -4.49470 -1.80541 -0.96759
H 2.79300 -1.80671 -1.79439
H 1.01930 0.80709 -3.73449
H 2.67510 3.74299 2.92391
H 2.93530 2.13369 -0.44519
H 4.65680 -1.25911 -3.97349
H -3.54100 -0.72371 -0.00079
H -1.50440 2.77309 2.92471
H -2.86310 -3.63951 2.43801
H 5.96770 -0.27181 -3.31469
H 5.79010 0.26879 2.12521
H -2.21800 -1.10231 -4.97149
H -5.07330 1.26359 -2.84209

For the HOMO energy (spin up / spin down), the calculation gives -0.6831 / -0.6832 Ha. As for the total charge: +4.

Table of Löwdin atomic charges, one value per atom, all in e: number 1, Pt, carries 1.11; number 2, P, carries 0.77; number 3, P, carries 1.21; number 4, O, carries -0.06; number 5, O, carries 0.02; number 6, O, carries -0.22; number 7, O, carries -0.28; number 8, O, carries -0.09; number 9, O, carries -0.29; number 10, O, carries -0.07; number 11, N, carries 0.27; number 12, N, carries -0.07; number 13, N, carries 0.09; number 14, N, carries -0.09; number 15, N, carries -0.09; number 16, N, carries 0.10; number 17, N, carries -0.06; number 18, C, carries 0.00; number 19, C, carries 0.02; number 20, C, carries -0.09; number 21, C, carries 0.02; number 22, C, carries -0.35; number 23, C, carries -0.10; number 24, C, carries -0.05; number 25, C, carries -0.08; number 26, C, carries 0.03; number 27, C, carries -0.02; number 28, C, carries -0.65; number 29, C, carries -0.12; number 30, C, carries -0.08; number 31, C, carries -0.31; number 32, C, carries -0.34; number 33, C, carries -0.13; number 34, C, carries -0.38; number 35, C, carries 0.01; number 36, C, carries -0.10; number 37, C, carries -0.03; number 38, C, carries 0.01; number 39, C, carries -0.04; number 40, C, carries -0.04; number 41, C, carries 0.01; number 42, C, carries -0.01; number 43, C, carries -0.10; number 44, C, carries -0.50; number 45, C, carries -0.08; number 46, C, carries -0.17; number 47, C, carries -0.13; number 48, C, carries -0.02; number 49, C, carries -0.04; number 50, C, carries -0.19; number 51, C, carries -0.02; number 52, C, carries -0.07; number 53, H, carries 0.13; number 54, H, carries 0.10; number 55, H, carries 0.13; number 56, H, carries 0.14; number 57, H, carries 0.12; number 58, H, carries 0.13; number 59, H, carries 0.14; number 60, H, carries 0.08; number 61, H, carries 0.15; number 62, H, carries 0.11; number 63, H, carries 0.10; number 64, H, carries 0.16; number 65, H, carries 0.20; number 66, H, carries 0.10; number 67, H, carries 0.11; number 68, H, carries 0.10; number 69, H, carries 0.15; number 70, H, carries 0.13; number 71, H, carries 0.11; number 72, H, carries 0.13; number 73, H, carries 0.06; number 74, H, carries 0.14; number 75, H, carries 0.13; number 76, H, carries 0.16; number 77, H, carries 0.15; number 78, H, carries 0.14; number 79, H, carries 0.14; number 80, H, carries 0.10; number 81, H, carries 0.10; number 82, H, carries 0.13; number 83, H, carries 0.11; number 84, H, carries 0.11; number 85, H, carries 0.11; number 86, H, carries 0.16; number 87, H, carries 0.14; number 88, H, carries 0.13; number 89, H, carries 0.09; number 90, H, carries 0.12; number 91, H, carries 0.09; number 92, H, carries 0.11; number 93, H, carries 0.12; number 94, H, carries 0.16; number 95, H, carries 0.17; number 96, H, carries 0.11; number 97, H, carries 0.12; number 98, H, carries 0.13; number 99, H, carries 0.13